# 1
An isolated molecule of C5H12N2. Source: the Open Molecules 2025 dataset; level of theory: the ωB97M-V functional and the def2-TZVPD basis.

```
19
Properties=species:S:1:pos:R:3
C -0.06143 -0.95293 0.51914
C -0.55511 1.55877 0.11381
C -0.89776 -0.27524 -1.73229
N -0.81851 0.03040 -0.29545
C 1.39058 -1.06806 0.16375
N -1.72933 1.76310 0.86609
C 2.38269 -0.72009 0.97465
H 1.62138 -1.47631 -0.81616
H -1.51721 1.81192 1.85904
H -1.80740 0.36393 0.27904
H -0.18449 -0.63745 1.55821
H -0.55647 -1.92221 0.40607
H -0.52145 2.08445 -0.84944
H 0.42773 1.62671 0.59262
H -1.26318 -1.29313 -1.87682
H -1.59675 0.42298 -2.19223
H 0.07391 -0.17162 -2.21739
H 3.42024 -0.83065 0.68462
H 2.19256 -0.31455 1.96274
```

Values from the calculation:
**Lowest unoccupied orbital energy**: 0.8 eV
**E_HOMO**: -0.27166 Eh
**2S+1**: 1
**ΔE to the lowest compared entry with this formula, charge and spin**: 363.1 kJ/mol

# 2
An isolated molecule of CH3O2P. Source: the Open Molecules 2025 dataset; level of theory: the ωB97M-V functional and the def2-TZVPD basis.

```
7
Properties=species:S:1:pos:R:3
O -3.10169 -0.09334 0.00710
C -1.98349 -0.22685 -0.33570
O -0.91605 0.36937 0.30050
P 0.57686 -0.07787 -0.24704
H -1.48160 -0.91931 -1.05575
H 1.02626 -0.96242 0.75189
H 1.27624 1.04329 0.11901
```

Values from the calculation:
**Structure (SMILES)**: O=COP
**Lowest unoccupied orbital energy**: 0.9 eV
**E_HOMO**: -0.36698 Eh
**2S+1**: 1
**ΔE to the lowest compared entry with this formula, charge and spin**: 112.9 kJ/mol

# 3
A structure of composition C23H14F5MoNO2S3. Source: the Open Molecules 2025 dataset; level of theory: the ωB97M-V functional and the def2-TZVPD basis.

```
49
Properties=species:S:1:pos:R:3
Mo 0.36911 -0.25920 -0.88589
F 3.17573 -0.51248 5.34583
C 3.09317 -0.48167 4.01436
C 1.86680 -0.41094 3.38872
F 0.74229 -0.36780 4.10194
C 1.83309 -0.38381 2.01121
F 0.57214 -0.29888 1.45455
C 2.93823 -0.41772 1.18661
S 2.88645 -0.32821 -0.56867
C 4.15354 -0.49646 1.86202
F 5.29320 -0.54250 1.16787
C 4.23971 -0.52518 3.24038
F 5.43096 -0.60054 3.83479
O -0.04064 -0.93985 -4.82788
C -0.55445 -0.58233 -3.80783
O 0.26280 -0.23242 -2.76497
C -2.01635 -0.36407 -3.64606
C -2.72915 -0.27853 -4.84717
C -4.09330 -0.08910 -4.86040
C -4.77147 -0.00101 -3.64770
C -4.08423 -0.10037 -2.45569
C -2.69391 -0.27789 -2.42416
S -2.01181 -0.41600 -0.79501
H -2.17361 -0.36665 -5.77097
H -4.62600 -0.01408 -5.79886
H -5.84479 0.14235 -3.63268
H -4.61776 -0.04311 -1.51531
C 0.50252 1.83493 -0.44319
C 0.11424 2.33194 0.91288
C -1.21785 2.41174 1.31312
C -1.55248 2.82972 2.59335
C -0.55860 3.18620 3.49722
C 0.77171 3.13535 3.10059
C 1.10204 2.71186 1.81980
H 1.49578 2.16800 -0.73162
H -0.22434 2.13100 -1.20951
H -1.99479 2.12151 0.61686
H -2.59404 2.87432 2.88647
H -0.81968 3.51134 4.49627
H 1.55541 3.43201 3.78742
H 2.14288 2.67967 1.51082
S 0.14408 -4.67888 0.51707
C 0.80972 -4.45939 -1.03900
C 0.97021 -3.14099 -1.28320
N 0.54243 -2.32324 -0.25062
C 0.08236 -3.01561 0.75330
H 1.06093 -5.28834 -1.67846
H 1.39262 -2.70104 -2.17344
H -0.32490 -2.56365 1.64482
```

Values from the calculation:
**Lowest unoccupied orbital energy (alpha / beta)**: -0.9 / -0.8 eV
**E_HOMO (alpha / beta)**: -0.28322 / -0.30229 Eh
**Expectation value of S²**: 2.026
**2S+1**: 3
**ΔE to the lowest compared entry with this formula, charge and spin**: 39.4 kJ/mol

# 4
A structure of composition O4PSn. Source: the Open Molecules 2025 dataset; level of theory: the ωB97M-V functional and the def2-TZVPD basis.

```
6
Properties=species:S:1:pos:R:3
Sn 17.39197 -13.71852 -13.06742
P 18.76894 -16.61471 -13.18002
O 19.73938 -15.74951 -14.00398
O 18.55687 -15.92167 -11.79681
O 19.25628 -18.08182 -12.94989
O 17.26952 -16.53136 -13.65807
```

Values from the calculation:
**Lowest unoccupied orbital energy**: 1.1 eV
**E_HOMO**: -0.13886 Eh
**2S+1**: 1
**ΔE to the lowest compared entry with this formula, charge and spin**: 287.5 kJ/mol
**Charge**: -1

# 5
An isolated molecule of C12H18N6O2. Source: the Open Molecules 2025 dataset; level of theory: the ωB97M-V functional and the def2-TZVPD basis.

```
38
Properties=species:S:1:pos:R:3
N -2.83498 2.54478 -2.04409
N -2.20256 2.53733 -0.73737
C -2.63537 1.62311 0.22669
O -3.75295 1.11626 0.07161
C -1.66795 1.18880 1.32347
C -0.69531 0.05642 0.86330
C -1.39797 -0.99512 -0.03156
N -0.41812 -2.09333 -0.29142
C -0.05873 -2.77181 0.95199
N 0.61960 -1.77784 1.80002
C -0.25698 -0.65096 2.14464
C 1.89454 -1.37939 1.17492
C 1.58346 -0.66222 -0.17630
C 2.86292 -0.16171 -0.79075
C 2.69875 1.08004 -1.62878
O 3.48570 1.47489 -2.45693
N 1.74653 1.98691 -1.23795
N 0.68519 1.69207 -0.39969
C 0.59612 0.46360 0.11891
C 0.82330 -1.70595 -1.03286
H -2.99520 3.45480 -2.36905
H -3.71486 2.00940 -2.00898
H -1.24053 2.84313 -0.62565
H -2.30363 0.83958 2.12782
H -1.12268 2.05399 1.62745
H -1.78697 -0.60433 -1.01808
H -2.25163 -1.44666 0.48263
H 0.57271 -3.65554 0.73430
H -0.93714 -3.14227 1.47658
H 0.27200 0.02542 2.81597
H -1.11063 -1.07002 2.65728
H 2.50012 -2.25223 0.92324
H 2.47341 -0.73692 1.85198
H 3.64062 0.06726 -0.03589
H 3.26022 -0.96270 -1.44555
H 1.76291 2.84020 -1.80463
H 1.40247 -2.56866 -1.28514
H 0.50358 -1.26030 -1.95213
```

Values from the calculation:
**Structure (SMILES)**: NNC(=O)C[C@]12CN3CN(C1)C[C@@]1(CC(=O)NN=C21)C3
**Lowest unoccupied orbital energy**: 0.6 eV
**E_HOMO**: -0.29719 Eh
**2S+1**: 1
**ΔE to the lowest compared entry with this formula, charge and spin**: 0.0 kJ/mol

# 6
A cluster of 2 separate species, C3H10Si2 in total. Source: the Open Molecules 2025 dataset; level of theory: the ωB97M-V functional and the def2-TZVPD basis.

```
15
Properties=species:S:1:pos:R:3
C -0.51660 1.98834 0.42168
C -0.79265 0.87390 -0.27678
C -2.52580 -1.36689 -0.16493
Si 2.88270 -0.45486 0.07807
Si -0.74728 -0.91167 0.40235
H -0.65514 2.90817 0.03101
H -0.18876 2.07644 1.48996
H -1.04911 1.09991 -1.24134
H -2.44567 -2.19174 -0.94149
H -3.06719 -1.69327 0.72606
H -3.04029 -0.46002 -0.60462
H 4.34041 -0.53869 -0.53345
H 2.00283 -0.58103 -1.00046
H 2.75478 0.87569 0.62948
H 3.04776 -1.62431 0.98445
```

Values from the calculation:
**Lowest unoccupied orbital energy**: -0.6 eV
**E_HOMO**: -0.30678 Eh
**2S+1**: 1
**ΔE to the lowest compared entry with this formula, charge and spin**: 230.6 kJ/mol

# 7
A cluster of 2 separate species, C10H21PSi in total. Source: the Open Molecules 2025 dataset; level of theory: the ωB97M-V functional and the def2-TZVPD basis.

```
33
Properties=species:S:1:pos:R:3
C 0.06080 3.57148 0.31263
C 0.44905 2.46620 0.05563
C 0.53366 -2.09435 2.24734
C 3.53905 -0.37135 -1.74631
C -2.14780 0.55355 1.51691
C -2.85513 1.15501 -1.55432
C -2.11118 -1.49062 -1.13686
C 1.11697 -0.76598 1.72256
C 2.87231 0.08345 -0.45135
C 0.06633 0.29871 -0.76060
Si -1.72354 0.19895 -0.32267
P 1.35648 -0.85552 -0.14595
H -0.31782 4.50054 0.65984
H -0.54316 -2.20518 1.99216
H 1.23196 -2.92328 2.07848
H 0.70463 -2.14852 3.33907
H 4.58444 -0.00208 -1.90382
H 3.47411 -1.46087 -1.74739
H 2.86674 0.07180 -2.60885
H -1.19830 0.80532 1.99213
H -3.04234 1.16055 1.58132
H -2.55054 -0.27763 2.05105
H -2.64450 0.69785 -2.48877
H -3.81183 0.94137 -1.27648
H -2.68159 2.26154 -1.56753
H -2.05799 -2.25288 -0.26721
H -3.08483 -1.47166 -1.53631
H -1.30046 -1.87610 -1.86161
H 2.05713 -0.47619 2.13676
H 0.43384 0.10549 1.84972
H 2.77136 1.22073 -0.53176
H 3.63420 -0.01925 0.22051
H 0.31797 0.59892 -1.84829
```

Values from the calculation:
**Lowest unoccupied orbital energy**: -0.4 eV
**E_HOMO**: -0.32943 Eh
**2S+1**: 1
**ΔE to the lowest compared entry with this formula, charge and spin**: 239.6 kJ/mol

# 8
An isolated molecule of C2H4INOS. Source: the Open Molecules 2025 dataset; level of theory: the ωB97M-V functional and the def2-TZVPD basis.

```
10
Properties=species:S:1:pos:R:3
C 1.51763 1.12007 -0.01450
O 1.07261 -0.28879 0.06567
N -0.33676 -0.40913 -0.10317
C -0.97080 -1.53075 0.03123
S -2.66581 -1.50056 0.10634
I -3.18004 0.82234 0.04521
H 0.75648 1.77918 -0.24644
H 2.34420 1.14515 -0.79214
H 2.04914 1.39518 0.99059
H -0.58665 -2.53269 -0.08278
```

Values from the calculation:
**Structure (SMILES)**: CO/N=C/SI
**Lowest unoccupied orbital energy**: -0.7 eV
**E_HOMO**: -0.31370 Eh
**2S+1**: 1
**ΔE to the lowest compared entry with this formula, charge and spin**: 243.9 kJ/mol

# 9
A structure of composition C8H27NO5. Source: the Open Molecules 2025 dataset; level of theory: the ωB97M-V functional and the def2-TZVPD basis.

```
41
Properties=species:S:1:pos:R:3
C -15.56352 7.66706 20.00777
C -17.02757 7.30140 19.72296
C -17.26876 6.04790 18.82258
O -17.23510 6.23953 17.44614
C -18.35018 5.70550 16.69840
N -17.74933 7.35009 20.93021
H -15.12489 8.24464 19.19408
H -14.91011 6.81475 20.19414
H -15.42074 8.29208 20.88927
H -17.37457 8.09989 19.06714
H -18.23519 5.71026 19.19691
H -16.61118 5.26746 19.20545
H -18.04193 5.99174 15.69285
H -19.36099 6.05883 16.90219
H -18.32078 4.62804 16.86064
H -18.72739 7.41413 20.68649
H -17.63047 8.21434 21.43917
C -14.58550 4.23562 14.62380
O -15.96452 4.69271 14.46219
H -14.44537 3.52279 15.43642
H -14.07671 3.95382 13.70195
H -13.99216 5.03361 15.07018
H -16.39551 4.94817 15.28111
C -14.43713 8.39696 16.34052
O -13.50929 7.60568 16.91937
H -15.34678 8.08716 16.85497
H -14.36326 9.43693 16.65850
H -14.59937 8.48805 15.26652
H -13.09955 8.19304 17.55867
C -15.08318 5.83775 16.62312
O -16.14363 5.03246 16.46685
H -14.17013 5.26320 16.77912
H -14.99707 6.28542 15.63303
H -15.18405 6.64241 17.35143
H -16.80030 5.47159 17.01231
C -17.04671 3.49949 18.85904
O -18.30750 3.96750 19.45713
H -17.19240 2.42333 18.76544
H -16.97755 3.99227 17.88926
H -16.12931 3.64963 19.42820
H -18.06271 4.38578 20.28581
```

Values from the calculation:
**Lowest unoccupied orbital energy**: 0.5 eV
**E_HOMO**: -0.30058 Eh
**2S+1**: 1
**ΔE to the lowest compared entry with this formula, charge and spin**: 1123.0 kJ/mol

# 10
An isolated molecule of C6H5N. Source: the Open Molecules 2025 dataset; level of theory: the ωB97M-V functional and the def2-TZVPD basis.

```
12
Properties=species:S:1:pos:R:3
C 0.53050 0.98884 -0.44602
C -0.77422 1.51239 -0.03693
C 2.08487 -1.23156 -0.16412
C 1.12290 -0.14628 -0.09224
C 0.97331 -1.43861 0.54201
C -1.80040 0.67711 0.01504
N -2.73149 -0.10276 -0.06046
H 1.08955 1.94024 -0.85547
H -0.83974 2.59739 -0.09735
H 2.92790 -1.83446 -0.60842
H 0.38665 -2.23285 1.08071
H -2.96981 -0.72945 0.72326
```

Values from the calculation:
**Lowest unoccupied orbital energy**: 1.0 eV
**E_HOMO**: -0.26363 Eh
**2S+1**: 1
**ΔE to the lowest compared entry with this formula, charge and spin**: 392.6 kJ/mol

# 11
A cluster of 2 separate species, CH5NO2S in total. Source: the Open Molecules 2025 dataset; level of theory: the ωB97M-V functional and the def2-TZVPD basis.

```
10
Properties=species:S:1:pos:R:3
C 2.83265 0.06767 0.49336
O 2.02570 -0.76953 0.71334
H 2.54097 1.12861 0.63391
H 3.92428 -0.25841 0.38461
N -2.01160 -0.22382 0.77248
S -0.83694 0.08029 -0.30783
O -1.30580 -0.95860 -1.61104
H -1.89662 -0.93887 1.41791
H -2.90495 0.25249 0.69069
H -0.63494 -1.67586 -1.61216
```

Values from the calculation:
**Structure (SMILES)**: C=O.NSO
**Lowest unoccupied orbital energy**: 0.8 eV
**E_HOMO**: -0.31473 Eh
**2S+1**: 1
**ΔE to the lowest compared entry with this formula, charge and spin**: 235.8 kJ/mol

# 12
An isolated molecule of C4H9NO2. Source: the Open Molecules 2025 dataset; level of theory: the ωB97M-V functional and the def2-TZVPD basis.

```
16
Properties=species:S:1:pos:R:3
C -2.34508 -0.46274 -0.19598
N -0.98486 -0.81024 -0.21021
C -0.00650 -1.49598 0.08575
O 1.25697 -1.01394 -0.17703
C 1.26138 0.26822 -0.82009
C 1.34486 1.42193 0.17179
O 0.28644 1.50371 1.10161
H -3.05418 -1.15001 0.28112
H -2.38820 0.50929 0.31125
H -2.63303 -0.30233 -1.24149
H 0.08724 -2.49228 0.54343
H 2.14921 0.28456 -1.45560
H 0.36234 0.36191 -1.43229
H 2.31602 1.37606 0.68445
H 1.31632 2.35254 -0.40541
H 0.21047 0.63609 1.52355
```

Values from the calculation:
**Structure (SMILES)**: C/N=C/OCCO
**Lowest unoccupied orbital energy**: 0.9 eV
**E_HOMO**: -0.32452 Eh
**2S+1**: 1
**ΔE to the lowest compared entry with this formula, charge and spin**: 271.7 kJ/mol